(1)
Computed, not measured: C35H77NO6S as an isolated structure, with ωB97M-V/def2-TZVPD.

Each line ends with the Löwdin charge.
Positions of all 120 atoms, in Å:
C -3.22225 2.27543 -3.35591  -0.268
H -2.75669 -1.79622 0.03786  0.092
C -1.62224 -2.60071 1.66673  -0.122
H -1.89516 -3.26689 -0.36368  0.103
C 1.95686 -0.31246 -5.12216  -0.230
H -2.15976 5.10386 -6.14973  0.105
H -4.81731 3.18210 -2.19730  0.060
H -3.10391 1.82667 -4.34645  0.103
C 3.42854 -2.39450 -5.05388  -0.113
H 2.95646 0.85060 -1.97550  0.098
C 4.17067 -6.21393 4.78828  -0.114
O -2.11862 1.81111 5.18272  -0.155
C 0.98488 3.92553 0.34643  -0.105
H 0.33463 -3.92133 3.72461  0.056
C -3.18117 2.22152 0.38441  -0.101
C -2.06831 4.18674 -5.55979  -0.267
H 4.07675 -7.24952 5.12242  0.069
H -1.70614 2.58038 3.31566  0.168
H 4.18123 -5.58044 5.67765  0.065
C 2.01762 -1.82941 -4.94157  -0.272
H 5.54046 3.36489 0.51253  0.065
H 3.92040 -3.37761 5.00757  0.101
C 1.78645 -3.33371 5.23748  -0.265
O -4.07928 0.53935 4.37056  -0.151
H -1.73161 -5.49142 0.10808  0.098
H 4.78345 5.83159 -1.14007  0.105
H -2.17528 -2.07845 2.45116  0.064
H 3.02909 -6.55082 3.00949  0.104
C -2.17891 3.35842 -3.11746  -0.234
H 6.33026 3.92685 -0.95841  0.069
C -1.99793 1.57634 3.73880  -0.258
H 4.04604 -4.32028 2.75171  0.109
H -2.88831 3.53590 -5.87842  0.100
H -4.37728 -6.53871 -1.03672  0.075
H 1.58204 -2.11772 -3.97983  0.098
C 3.03933 -3.32135 4.36070  -0.228
H -4.36088 -3.03829 1.44154  0.104
O -4.01827 1.14601 0.79405  -0.174
H 2.84413 6.10157 0.27533  0.101
N -0.92419 0.54379 3.64963  0.182
H 2.30818 -4.28613 2.57368  0.099
H 5.13198 -6.10943 4.27917  0.075
S -3.73907 1.68384 5.53750  0.719
H -4.89803 3.54395 -3.92947  0.069
H 0.90704 -0.00148 -5.12731  0.095
H 3.40975 -3.48156 -4.94962  0.069
C -3.76742 -3.57120 0.68905  -0.222
H 1.87569 -2.53390 5.97965  0.105
H -2.29821 3.74231 -2.09704  0.099
C -2.48328 -2.78498 0.42258  -0.263
H 2.34800 -0.05815 -6.11372  0.110
C -2.21468 4.54560 -4.08118  -0.222
H -5.35789 1.94872 -3.34101  0.074
C 0.17215 1.11302 3.52823  -0.265
C 3.02130 -5.85487 3.85410  -0.273
C -3.56170 -5.00991 1.16785  -0.226
H -3.04505 1.47224 -2.63256  0.094
H 0.39071 3.10807 -0.07184  0.053
C -3.43204 1.14127 3.22038  -0.243
H -4.04364 -0.57034 1.95370  0.143
O 1.14097 1.72702 3.41496  0.215
C 4.49951 4.98252 -0.51019  -0.272
C 0.85948 0.64231 -2.34782  -0.113
H -0.66904 3.32279 -6.96167  0.071
C -4.65450 2.77191 -3.19660  -0.102
H 4.29259 6.20388 1.24792  0.110
H -1.41338 5.24002 -3.80410  0.110
H -2.36139 1.93771 -0.33032  0.089
H -3.48500 -5.14635 -1.67291  0.065
H 0.37888 4.43512 1.10115  0.075
H 0.16299 0.04330 -2.93919  0.069
C 3.67664 5.50823 0.66690  -0.227
C -3.43089 0.37264 1.84164  -0.145
H 1.19294 4.63157 -0.46049  0.069
C -2.74050 -5.89714 0.23204  -0.272
H -0.73548 -2.00773 1.42651  0.073
H 0.09935 4.18208 -5.62153  0.076
H 2.82388 2.82322 0.19945  0.097
H 0.52199 -2.16951 3.91429  0.057
H 0.61929 0.47919 -1.29349  0.064
C 5.76676 4.25321 -0.08112  -0.114
H 3.97203 3.93777 2.11778  0.104
H 3.79623 0.29668 -4.17216  0.102
C 3.10791 -4.42969 3.30762  -0.230
H 3.10498 -2.35407 3.84899  0.107
H -2.77470 -6.75720 -1.74961  0.069
O -3.89123 1.25966 6.90607  -0.228
H -3.14892 5.09952 -3.94467  0.103
C 2.25672 3.37052 0.95962  -0.270
H -4.54578 -5.46815 1.31705  0.111
C 2.30642 0.25757 -2.62735  -0.263
H -1.18848 2.89357 -3.15041  0.081
H 2.06793 -6.00977 4.36849  0.098
H 2.56332 4.92976 2.40681  0.112
H 3.89149 4.32485 -1.13868  0.095
H -2.40626 0.02151 1.52632  0.115
H 1.97275 2.63702 1.71685  0.065
H 4.08477 -2.00011 -4.27522  0.065
C 3.13668 4.43465 1.61456  -0.220
C 0.49977 -3.12200 4.44982  -0.116
H -3.08426 -5.00236 2.15292  0.102
H -1.27982 -3.55693 2.06540  0.058
H -0.61050 2.57836 -5.36512  0.057
C 2.72508 0.50063 -4.07779  -0.225
H 2.46895 -0.78846 -2.35164  0.101
H 1.72299 -4.26872 5.80153  0.100
H -2.70977 2.80043 1.22420  0.089
H -2.61947 -6.87780 0.70228  0.105
H -3.84016 2.95294 -0.16795  0.095
H 6.41223 4.90747 0.50978  0.075
H 0.68192 1.69746 -2.57100  0.058
H -4.11483 2.01463 2.99831  0.160
H -0.35883 -3.10876 5.12544  0.078
H -4.37287 -3.57282 -0.22263  0.104
H 2.60146 1.56490 -4.30926  0.108
O -4.46342 2.92387 5.30127  -0.245
H 1.39407 -2.29510 -5.71095  0.105
C -3.38505 -6.09164 -1.13527  -0.113
H 3.86591 -2.15627 -6.02657  0.075
C -0.73393 3.52812 -5.89090  -0.110

Forces on the atoms, in the same order (eV/Å):
C -0.14 0.00 0.12
H 0.00 -0.07 -0.09
C 0.09 -0.03 -0.20
H -0.04 0.00 0.00
C -0.12 0.02 0.00
H -0.05 -0.04 0.03
H -0.03 0.04 -0.06
H 0.08 0.03 0.01
C -0.06 -0.11 0.09
H 0.01 -0.06 -0.02
C -0.10 -0.10 0.05
O -2.59 -0.27 -0.78
C -0.12 -0.09 -0.17
H 0.02 0.05 0.00
C -0.08 1.27 -0.78
C 0.10 0.06 0.03
H 0.07 0.05 0.02
H -0.20 -1.17 0.08
H 0.04 -0.02 -0.03
C 0.04 0.04 -0.10
H 0.03 0.04 0.01
H -0.01 0.00 -0.04
C 0.03 0.14 -0.08
O 0.98 1.01 1.05
H -0.03 0.01 0.04
H -0.07 -0.04 0.00
H 0.07 -0.10 0.07
H -0.06 0.03 0.02
C 0.24 0.01 -0.01
H 0.03 0.00 0.08
C 0.02 0.58 0.66
H -0.03 -0.02 0.02
H 0.00 0.02 0.04
H 0.01 0.05 -0.03
H -0.01 0.04 -0.02
C 0.08 -0.04 0.10
H 0.02 -0.02 -0.02
O 0.79 0.04 0.88
H 0.01 -0.01 0.03
N 0.23 1.25 -0.73
H 0.02 0.02 0.02
H -0.01 0.03 0.05
S -0.83 1.32 2.25
H 0.00 0.00 0.05
H 0.03 0.02 0.00
H 0.07 0.04 -0.02
C -0.04 0.00 -0.14
H 0.02 -0.07 0.01
H 0.02 -0.01 -0.03
C -0.08 0.07 0.13
H -0.01 -0.02 0.04
C -0.14 0.07 -0.01
H -0.02 0.08 0.05
C -1.49 -0.13 0.15
C 0.10 0.02 -0.06
C 0.07 -0.01 0.13
H -0.02 -0.03 -0.09
H -0.07 0.10 -0.04
C -0.01 0.95 -1.30
H 0.49 1.09 -0.13
O 0.44 -0.52 0.24
C 0.07 0.11 0.09
C -0.05 -0.12 0.14
H 0.07 -0.01 0.05
C -0.05 -0.16 -0.12
H -0.01 -0.03 -0.04
H -0.02 -0.03 -0.02
H -0.64 -0.19 0.69
H -0.03 -0.04 0.00
H 0.01 0.05 -0.04
H -0.02 0.06 0.01
C -0.09 0.05 -0.06
C -0.05 -1.43 0.29
H -0.07 0.00 0.03
C -0.11 -0.03 0.01
H 0.00 -0.02 0.11
H 0.00 -0.05 0.02
H 0.01 0.04 0.00
H -0.03 -0.05 -0.04
H -0.05 0.03 -0.04
C -0.01 -0.10 -0.15
H -0.02 0.03 -0.01
H -0.03 0.01 -0.02
C -0.09 0.01 -0.09
H -0.02 -0.03 0.03
H -0.08 0.02 -0.03
O 0.75 -0.99 -1.98
H 0.02 -0.02 0.02
C 0.10 -0.07 0.13
H 0.04 0.01 -0.02
C 0.02 0.16 -0.03
H 0.00 0.07 0.01
H 0.01 0.04 -0.03
H 0.01 -0.03 -0.03
H -0.02 0.02 0.02
H -0.80 0.55 0.56
H 0.24 0.15 -0.23
H 0.01 -0.01 -0.05
C 0.08 -0.06 0.05
C -0.05 -0.11 0.18
H -0.03 0.02 -0.02
H -0.03 0.06 0.02
H 0.04 0.03 -0.01
C 0.11 -0.04 0.00
H 0.02 0.01 -0.03
H 0.04 0.01 -0.01
H -0.46 -0.62 -0.46
H 0.04 0.06 0.02
H 0.67 -0.82 0.61
H -0.02 -0.04 0.02
H 0.01 -0.03 -0.03
H 1.32 -0.35 0.17
H -0.02 0.05 -0.10
H 0.00 -0.01 0.04
H 0.00 -0.04 0.03
O 1.37 -1.66 -1.20
H -0.02 0.03 0.06
C 0.14 -0.03 -0.04
H 0.02 0.01 0.05
C -0.08 -0.06 -0.11

Computed properties:
E_LUMO   0.009 Eh
M   640.07 g mol⁻¹
Multiplicity   1
E   -2284.07721 hartree
Frontier orbital gap   11.1 eV
Charge   0



(2)
Computed, not measured: one molecule with the formula C3H7NOS, with ωB97M-V/def2-TZVPD.

Each line ends with the natural charge from an NBO analysis.
Positions of all 13 atoms, in Å:
C 0.59095 -1.22508 -0.11557  -0.124
H -3.52785 -0.28069 -0.07384  0.198
H 1.73930 1.18987 -0.98168  0.239
H 0.12183 -2.25753 -0.44087  0.235
H -2.38630 0.96051 -0.51119  0.181
N -0.27521 -0.24271 0.04397  -0.180
H -2.23006 0.27180 1.37753  0.192
H 2.10107 1.36556 0.84577  0.224
S 2.32643 -0.98082 0.16590  0.237
C 2.35259 0.86253 -0.12188  -0.703
C -2.54185 0.04224 0.19376  -0.268
O -1.52922 -0.93475 -0.15761  -0.442
H 3.25830 1.22905 -0.22430  0.210

Forces on the atoms, in the same order (eV/Å):
C -1.64 0.73 0.05
H -0.41 -0.83 0.58
H 0.07 -0.45 0.73
H 1.49 1.92 0.90
H -0.06 -1.21 1.67
N 1.18 -3.82 -0.58
H -1.79 -0.09 -3.15
H -0.77 -0.46 -0.92
S -0.75 0.97 -1.02
C -4.28 -1.19 1.84
C 2.97 1.94 1.14
O -0.94 1.59 -0.18
H 4.94 0.91 -1.07

Computed properties:
E_LUMO   0.029 Eh
M   105.16 g mol⁻¹
Multiplicity   1
ΔE to the lowest compared entry with this formula, charge and spin   410.7 kJ/mol
E   -646.55556 hartree
Frontier orbital gap   9.4 eV
Charge   0



(3)
Computed, not measured: C14H21N3S as an isolated structure, with ωB97M-V/def2-TZVPD.

Each line ends with the natural charge from an NBO analysis.
Positions of all 39 atoms, in Å:
S -2.66228 0.21165 -0.09121  -0.380
C 0.47381 -2.44712 0.70700  -0.196
C 1.18917 1.01059 0.38819  -0.001
C 2.59170 2.41439 -0.96713  -0.257
H 0.75032 1.88208 -2.87208  0.218
H -1.58636 0.33136 1.94313  0.217
C -0.61107 -1.99996 1.59981  -0.054
C 0.04152 -0.85109 2.58054  -0.439
H -0.07306 1.14366 2.75317  0.168
C 0.75010 1.31310 -1.89710  0.005
H 1.84338 1.51057 1.33736  0.232
H -1.64914 -4.89560 -1.02743  0.160
H -0.18444 -1.25917 3.55694  0.228
H 1.45671 -2.23152 0.55228  0.197
C -1.39288 -3.92738 -0.06298  -0.192
H 1.99786 0.09776 0.14157  0.142
H 4.82523 3.72649 -2.12234  0.189
H -1.12554 0.63002 -2.33196  0.421
N -0.59725 0.91821 -1.51872  -0.562
H 3.93886 5.33178 -2.32110  0.220
C -2.19645 -3.65679 0.85751  -0.216
C -0.10788 -3.51510 -0.40351  -0.140
H -3.27442 -3.93708 0.97904  0.234
C -0.95674 0.49824 -0.45507  0.413
H 1.96770 4.20875 -1.49728  0.210
C 3.92794 4.38661 -1.77730  -0.584
H 1.13651 -0.82563 2.57022  0.198
H 1.47284 0.32474 -2.14529  0.077
H 2.91456 2.86130 -0.04445  0.212
H 0.54965 -3.78474 -0.94787  0.157
H 2.45252 3.21318 -3.06814  0.182
N 1.17135 1.90173 -0.92895  -0.441
C 2.62697 3.47038 -1.85014  -0.372
N -0.06715 0.67477 0.57941  -0.526
C -1.78050 -2.46166 1.76809  -0.192
H -2.53958 -2.09346 2.45311  0.225
H 4.07112 4.66022 -0.83061  0.189
C -0.65192 0.40109 1.88024  -0.130
H 3.30726 1.74042 -1.34701  0.188

Forces on the atoms, in the same order (eV/Å):
S 1.27 -0.25 -1.23
C -8.31 -5.25 -4.00
C 7.04 0.99 -1.47
C -1.73 -1.93 0.96
H -0.35 -0.38 1.03
H -7.33 0.05 0.20
C 11.15 2.95 0.76
C -2.48 -2.28 -3.22
H -2.31 -0.45 -2.76
C -2.35 -7.53 -9.89
H -2.59 -0.71 -2.49
H 0.00 2.73 3.14
H -0.75 1.17 0.61
H 2.44 1.27 0.38
C 4.00 -6.48 -10.21
H -1.95 1.64 0.21
H -1.20 1.42 0.60
H -0.57 0.28 0.30
N 2.19 0.97 -11.42
H -0.46 -0.42 -0.54
C -4.76 5.61 7.24
C -5.38 8.71 13.46
H 1.42 -0.27 -0.34
C -4.60 -1.19 9.24
H -1.97 0.74 -0.27
C 0.84 -3.66 -4.14
H -0.21 0.04 -0.61
H -1.68 1.17 -0.03
H -0.22 -0.61 0.97
H 7.53 -4.11 -7.70
H 0.20 0.64 3.41
N 8.48 6.62 14.11
C 1.65 5.60 -6.74
N -5.56 -2.36 2.54
C -5.94 -5.45 -1.99
H 0.37 0.08 0.05
H 0.73 0.83 4.13
C 12.60 1.84 5.52
H 0.82 -2.00 0.19

Computed properties:
E_LUMO   0.022 Eh
M   263.41 g mol⁻¹
Multiplicity   1
ΔE to the lowest compared entry with this formula, charge and spin   1336.6 kJ/mol
E   -1108.05336 hartree
Frontier orbital gap   8.2 eV
Charge   0



(4)
Computed, not measured: a 2-piece molecular cluster, C6H14N2O2 overall, with ωB97M-V/def2-TZVPD.

Each line ends with the natural charge from an NBO analysis.
Positions of all 24 atoms, in Å:
H 2.11304 1.86794 -1.77680  0.201
H 1.12940 0.15635 -0.74345  0.417
C -3.36969 1.12592 -0.26720  -0.427
H 1.81221 -3.27924 -1.20326  0.239
C 1.54070 -2.38802 -0.64244  -0.716
H 1.73991 -2.61100 0.39830  0.229
N 2.08846 -0.01806 -0.99060  -0.611
C 2.48297 -1.30050 -1.09217  0.665
H -0.06342 0.32371 2.69362  0.246
H -3.48073 0.36484 1.63469  0.381
C 2.80883 1.07347 -1.62304  -0.409
H -1.46931 1.05718 3.30340  0.235
O -0.70769 0.90757 0.36141  -0.639
H -2.57161 1.54475 -0.87444  0.236
N -2.84274 0.36215 0.85295  -0.608
C -1.52186 0.55856 1.19767  0.685
H 3.16463 0.74370 -2.59811  0.208
H -4.03966 1.91750 0.08579  0.189
H 3.64963 1.42291 -1.04162  0.198
O 3.56991 -1.62231 -1.55336  -0.642
H -3.97837 0.53797 -0.92752  0.199
H 0.47615 -2.31186 -0.79877  0.218
C -1.14274 0.27283 2.61223  -0.730
H -1.38803 -0.70637 2.99274  0.237

Forces on the atoms, in the same order (eV/Å):
H -0.40 0.66 0.00
H -0.11 0.05 0.25
C -0.38 0.36 -0.27
H 0.29 -0.03 0.03
C 0.19 -0.80 -0.05
H -0.07 -0.01 0.33
N -0.41 0.22 0.08
C 0.29 -0.31 -0.70
H 0.27 0.02 -0.29
H 0.13 -0.31 0.11
C 0.05 -0.86 -0.25
H -0.46 -0.20 -0.16
O 0.18 0.05 0.10
H 0.10 0.03 0.28
N 0.09 0.72 0.37
C -0.33 -0.34 -0.72
H 0.18 0.02 0.00
H 0.31 0.11 0.05
H 0.22 0.03 0.22
O 0.04 0.28 0.13
H -0.20 -0.67 -0.26
H -0.36 0.81 0.08
C 1.00 0.42 0.75
H -0.64 -0.25 -0.05

Computed properties:
E_LUMO   0.022 Eh
M   146.19 g mol⁻¹
Multiplicity   1
ΔE to the lowest compared entry with this formula, charge and spin   65.4 kJ/mol
E   -497.03260 hartree
Frontier orbital gap   9.8 eV
Charge   0